{"formula": "C9H18O3", "method": "ωB97M-V with the def2-TZVPD basis set", "elements": ["C", "C", "C", "O", "H", "H", "H", "H", "H", "H", "C", "C", "C", "O", "H", "H", "H", "H", "H", "H", "C", "C", "C", "O", "H", "H", "H", "H", "H", "H"], "positions_angstrom": [[1.992, -0.340, 5.875], [1.235, -1.167, 4.892], [0.337, -2.199, 5.372], [1.418, -0.939, 3.623], [1.360, 0.378, 6.399], [2.691, 0.208, 5.243], [2.643, -0.797, 6.620], [-0.529, -1.758, 5.867], [0.814, -3.027, 5.896], [-0.228, -2.728, 4.605], [0.404, 1.624, -1.019], [1.128, 0.317, -1.118], [1.662, -0.430, 0.130], [1.364, -0.109, -2.236], [-0.175, 1.797, -1.926], [1.019, 2.465, -0.698], [-0.343, 1.581, -0.226], [2.334, 0.252, 0.651], [2.415, -1.208, 0.005], [0.954, -0.912, 0.804], [-1.085, 0.147, -4.823], [-2.509, 0.224, -5.044], [-3.333, 1.577, -4.886], [-3.035, -0.826, -5.316], [-0.789, 0.468, -3.824], [-0.508, 0.852, -5.421], [-0.717, -0.874, -4.931], [-4.299, 1.261, -4.492], [-3.365, 1.975, -5.900], [-2.853, 2.190, -4.123]], "nbo_charge": [-0.73, 0.58, -0.74, -0.56, 0.24, 0.24, 0.24, 0.25, 0.25, 0.24, -0.72, 0.59, -0.74, -0.55, 0.23, 0.24, 0.22, 0.23, 0.24, 0.25, -0.73, 0.59, -0.71, -0.55, 0.24, 0.23, 0.25, 0.24, 0.24, 0.21], "multiplicity": 1, "molar_mass_g_mol": 174.2, "total_charge": 0, "e_lumo_ev": 0.7, "smiles": "CC(C)=O.CC(C)=O.CC(C)=O", "orbital_gap_ev": 9.9}

---

{"formula": "C9H18O5", "method": "ωB97M-V with the def2-TZVPD basis set", "elements": ["C", "C", "O", "C", "O", "C", "O", "O", "C", "C", "C", "C", "C", "O", "H", "H", "H", "H", "H", "H", "H", "H", "H", "H", "H", "H", "H", "H", "H", "H", "H", "H"], "positions_angstrom": [[3.717, 0.246, 1.565], [3.067, 0.943, 0.242], [1.726, 1.431, 0.472], [3.195, -0.134, -0.934], [2.464, 0.191, -2.143], [1.155, -0.339, -2.144], [0.264, 0.355, -2.705], [0.775, -1.600, -1.620], [0.084, -1.478, -0.347], [-1.486, -1.145, -0.501], [-2.232, -0.888, 0.905], [-2.892, 0.599, 0.835], [-4.136, 0.558, -0.185], [-4.509, 1.893, -0.658], [3.250, -0.799, 1.665], [4.829, 0.057, 1.311], [3.580, 0.896, 2.492], [3.744, 1.824, -0.022], [1.809, 2.052, 1.237], [2.967, -1.161, -0.493], [4.311, -0.159, -1.231], [0.129, -2.523, 0.144], [0.562, -0.753, 0.393], [-1.939, -2.038, -1.078], [-1.689, -0.228, -1.160], [-1.556, -1.030, 1.814], [-3.125, -1.616, 0.935], [-3.263, 0.904, 1.873], [-2.074, 1.351, 0.521], [-5.030, 0.119, 0.382], [-3.905, -0.047, -1.135], [-3.791, 2.519, -0.431]], "nbo_charge": [-0.65, 0.08, -0.72, -0.11, -0.49, 0.98, -0.57, -0.54, -0.08, -0.44, -0.42, -0.44, -0.07, -0.73, 0.21, 0.22, 0.22, 0.16, 0.48, 0.20, 0.21, 0.19, 0.20, 0.21, 0.24, 0.21, 0.21, 0.21, 0.20, 0.18, 0.18, 0.47], "multiplicity": 1, "molar_mass_g_mol": 206.2, "total_charge": 0, "e_lumo_ev": 0.5, "smiles": "C[C@H](O)COC(=O)OCCCCCO", "orbital_gap_ev": 10.6}

---

{"formula": "C9H18OPTc", "method": "ωB97M-V with the def2-TZVPD basis set", "elements": ["C", "C", "C", "C", "C", "Tc", "P", "H", "H", "H", "H", "H", "H", "H", "H", "C", "C", "O", "C", "C", "H", "H", "H", "H", "H", "H", "H", "H", "H", "H"], "positions_angstrom": [[1.590, -2.346, -1.222], [1.869, -1.867, 0.122], [2.139, -0.455, 0.046], [2.042, -0.055, -1.340], [1.703, -1.222, -2.119], [0.122, -0.885, -0.665], [-1.076, -2.679, 0.033], [1.342, -3.359, -1.534], [1.911, -2.462, 1.033], [2.445, 0.180, 0.872], [1.552, -1.244, -3.198], [2.189, 0.941, -1.742], [-1.894, -2.717, 1.197], [-0.340, -3.859, 0.306], [-2.040, -3.208, -0.876], [0.026, 2.812, -0.943], [0.292, 2.155, 0.382], [-0.334, 0.752, 0.424], [-1.810, 0.881, 0.728], [-2.038, 0.786, 2.221], [0.388, 2.201, -1.783], [0.537, 3.782, -0.961], [-1.046, 2.996, -1.067], [1.360, 2.001, 0.577], [-0.178, 2.676, 1.222], [-2.119, 1.846, 0.312], [-2.305, 0.061, 0.187], [-1.530, 1.601, 2.743], [-3.112, 0.856, 2.420], [-1.686, -0.169, 2.624]], "nbo_charge": [-0.31, -0.31, -0.29, -0.28, -0.29, 0.57, 0.26, 0.27, 0.27, 0.26, 0.27, 0.26, 0.03, 0.04, 0.03, -0.65, -0.04, -0.59, -0.05, -0.64, 0.22, 0.25, 0.22, 0.21, 0.21, 0.20, 0.20, 0.22, 0.24, 0.22], "multiplicity": 4, "molar_mass_g_mol": 271.2, "total_charge": 1, "s_squared": 3.7669, "e_lumo_ev": [-2.4, -4.4], "orbital_gap_ev": [8.0, 7.3]}

---

{"formula": "C9H18OSi", "method": "ωB97M-V with the def2-TZVPD basis set", "elements": ["C", "C", "C", "O", "C", "C", "C", "H", "H", "H", "H", "H", "H", "H", "H", "C", "Si", "C", "C", "H", "H", "H", "H", "H", "H", "H", "H", "H", "H"], "positions_angstrom": [[1.642, 0.564, -4.160], [0.471, 0.180, -3.489], [0.511, -0.278, -2.068], [1.364, -0.957, -1.578], [-0.641, 0.319, -1.317], [-1.443, 1.523, -1.845], [-2.014, 0.123, -1.901], [1.458, 1.052, -5.172], [2.543, 0.222, -3.681], [-0.517, 0.189, -3.912], [-0.662, 0.249, -0.208], [-1.188, 2.026, -2.806], [-1.845, 2.193, -1.146], [-2.660, -0.259, -1.146], [-2.061, -0.448, -2.802], [1.834, -0.388, 1.588], [0.232, 0.129, 2.552], [0.317, -0.034, 4.419], [-0.891, -1.256, 2.098], [1.969, -1.506, 1.725], [1.645, -0.043, 0.550], [2.773, -0.039, 1.771], [-0.557, 1.331, 2.172], [0.903, -0.970, 4.677], [0.867, 0.684, 5.036], [-0.500, -0.104, 5.003], [-1.835, -0.761, 1.522], [-0.616, -1.761, 1.267], [-1.100, -1.979, 2.847]], "nbo_charge": [-0.35, -0.30, 0.55, -0.54, -0.33, -0.40, -0.40, 0.22, 0.23, 0.20, 0.24, 0.23, 0.23, 0.23, 0.21, -1.06, 1.34, -1.10, -1.11, 0.24, 0.25, 0.23, -0.19, 0.23, 0.24, 0.23, 0.22, 0.23, 0.24], "multiplicity": 1, "molar_mass_g_mol": 170.3, "total_charge": 0, "e_lumo_ev": 0.5, "smiles": "C=CC(=O)C1CC1.C[SiH](C)C", "orbital_gap_ev": 10.1}

---

{"formula": "C9H19Be3F4N2O5S2", "method": "ωB97M-V with the def2-TZVPD basis set", "elements": ["Be", "Be", "Be", "F", "F", "N", "S", "O", "O", "F", "S", "O", "O", "F", "C", "C", "C", "C", "C", "C", "N", "O", "C", "C", "C", "H", "H", "H", "H", "H", "H", "H", "H", "H", "H", "H", "H", "H", "H", "H", "H", "H", "H", "H"], "positions_angstrom": [[1.364, 4.806, -1.188], [3.848, 3.118, 1.094], [2.721, 0.219, -1.499], [1.937, 2.448, -0.497], [3.736, 4.763, -0.580], [2.575, 4.209, 2.762], [0.920, 3.980, 2.404], [0.524, 4.485, 1.084], [-0.001, 4.053, 3.495], [1.119, 2.436, 2.095], [2.414, 5.556, 3.439], [2.012, 5.561, 4.818], [1.976, 6.634, 2.602], [3.948, 5.865, 3.689], [0.324, -3.131, -2.994], [-0.721, -2.486, -2.002], [-1.172, -3.770, -1.140], [-2.077, -3.425, 0.119], [-1.226, -2.525, 1.011], [-0.755, -1.265, 0.270], [-0.082, -1.546, -1.056], [0.324, -0.396, -1.647], [-1.932, -0.244, 0.163], [0.248, -0.584, 1.220], [-1.866, -1.871, -2.779], [0.569, -2.492, -3.842], [-0.081, -4.058, -3.397], [1.241, -3.385, -2.461], [-1.822, -4.352, -1.794], [-0.243, -4.309, -0.965], [-2.324, -4.327, 0.674], [-2.935, -2.886, -0.281], [-0.325, -3.002, 1.397], [-1.792, -2.142, 1.861], [-1.649, 0.712, -0.294], [-2.801, -0.519, -0.436], [-2.407, 0.107, 1.080], [0.615, 0.313, 0.713], [-0.192, -0.256, 2.161], [1.134, -1.136, 1.543], [-1.537, -0.991, -3.337], [-2.771, -1.618, -2.225], [-2.258, -2.531, -3.554], [-0.579, -0.021, -1.725]], "nbo_charge": [1.78, 1.68, 1.08, -0.88, -0.81, -1.24, 2.42, -1.00, -0.72, -0.50, 2.41, -0.79, -0.86, -0.48, -0.61, 0.10, -0.39, -0.40, -0.41, 0.10, 0.13, -0.58, -0.66, -0.63, -0.66, 0.23, 0.27, 0.22, 0.25, 0.23, 0.27, 0.21, 0.23, 0.25, 0.20, 0.25, 0.29, 0.19, 0.27, 0.23, 0.21, 0.24, 0.29, 0.56], "multiplicity": 1, "molar_mass_g_mol": 402.4, "total_charge": 3, "e_lumo_ev": -15.0, "orbital_gap_ev": 3.4}

---

{"formula": "C9H19BeF5N2O5S2", "method": "ωB97M-V with the def2-TZVPD basis set", "elements": ["Be", "F", "F", "F", "N", "S", "O", "O", "F", "S", "O", "O", "F", "C", "C", "C", "C", "C", "C", "N", "O", "C", "C", "C", "H", "H", "H", "H", "H", "H", "H", "H", "H", "H", "H", "H", "H", "H", "H", "H", "H", "H", "H"], "positions_angstrom": [[-1.062, -1.137, -2.016], [-3.054, -0.686, -0.498], [-3.236, -1.904, -3.229], [-0.785, -3.282, -2.944], [-0.962, 0.791, -3.338], [-2.380, 1.668, -3.669], [-3.451, 0.981, -3.026], [-2.435, 2.469, -4.881], [-2.121, 2.761, -2.537], [0.080, 1.407, -4.336], [0.765, 2.569, -3.798], [-0.099, 1.194, -5.736], [1.124, 0.192, -3.978], [1.837, -1.738, 2.289], [0.374, -1.531, 1.882], [-0.353, -0.722, 2.923], [-0.125, 0.763, 3.154], [-0.131, 1.450, 1.794], [0.674, 0.721, 0.697], [0.318, -0.692, 0.655], [1.032, -1.326, -0.449], [0.155, 1.431, -0.548], [2.157, 1.173, 0.838], [-0.377, -2.855, 1.649], [2.444, -2.308, 1.583], [1.827, -2.423, 3.149], [2.462, -0.990, 2.779], [-1.420, -0.828, 2.701], [-0.310, -1.317, 3.843], [0.788, 0.985, 3.719], [-0.877, 1.240, 3.785], [0.261, 2.449, 1.996], [-1.182, 1.551, 1.519], [-0.864, 1.067, -0.722], [0.010, 2.511, -0.526], [0.647, 1.233, -1.501], [2.820, 0.697, 0.106], [2.316, 2.231, 0.635], [2.703, 0.871, 1.736], [0.185, -3.355, 0.855], [-1.256, -2.644, 1.035], [-0.461, -3.372, 2.601], [1.964, -1.295, -0.194]], "nbo_charge": [1.59, -0.87, -0.90, -0.85, -1.24, 2.43, -0.81, -0.90, -0.53, 2.47, -0.93, -0.89, -0.54, -0.67, 0.12, -0.42, -0.39, -0.40, 0.09, -0.16, -0.60, -0.65, -0.65, -0.65, 0.21, 0.21, 0.21, 0.24, 0.19, 0.17, 0.21, 0.20, 0.24, 0.25, 0.23, 0.23, 0.20, 0.22, 0.19, 0.24, 0.29, 0.20, 0.45], "multiplicity": 1, "molar_mass_g_mol": 403.4, "total_charge": -2, "e_lumo_ev": 4.1, "orbital_gap_ev": 5.1}